(1)
# C6H6Cl3NP2

A structure of composition C6H6Cl3NP2 at a distorted geometry (ωB97M-V with the def2-TZVPD basis set, OMol25).

Geometry as XYZ:
```
18
Properties=species:S:1:pos:R:3:forces:R:3:mulliken_spin:R:1
C 2.433892 1.280516 0.968789 0.799 -2.183 -0.792 0.04
C 2.896719 0.091555 0.393405 -3.729 0.540 -0.430 -0.03
C 1.092436 1.534215 1.042469 0.241 -1.314 -0.832 0.07
C 1.947752 -0.797121 -0.125574 0.514 -0.902 0.703 0.06
C 0.160443 0.649965 0.570118 1.895 -0.210 0.452 0.88
C 0.551285 -0.570773 0.105636 -0.161 -0.446 -1.275 -0.12
N -3.406932 -0.031406 -1.499131 -0.666 0.882 -1.192 0.15
P -3.228734 0.184953 0.133862 -0.404 0.706 -0.159 0.73
P -0.980629 -1.529277 -0.298261 1.610 0.269 -2.421 0.11
Cl -3.423366 2.238688 -0.008424 0.037 0.181 0.354 0.04
Cl -1.467061 -2.095260 1.481232 -0.536 -1.211 2.820 0.01
Cl -0.115220 -3.255914 -1.036549 0.227 -0.343 -0.154 0.03
H 3.234429 1.858670 1.327698 0.268 1.480 0.700 0.01
H 3.908546 -0.066981 0.304658 2.093 -0.571 -0.238 0.00
H 0.824303 2.405795 1.438940 -1.314 3.561 1.640 0.03
H 2.400651 -1.723608 -0.553841 -1.165 0.610 0.194 0.01
H -3.244157 -0.828861 -2.036193 0.585 -2.053 0.070 0.00
H -3.584353 0.654850 -2.208833 -0.295 1.005 0.558 -0.01
```
Positions in Å, forces in eV/Å.

## Properties
Orbital gap (spin up / spin down)   0.2699 / 0.2740 Ha
Spin multiplicity   3



(2)
# C3H9NS

A cluster of 2 separate species, C3H9NS in total at a distorted geometry (ωB97M-V with the def2-TZVPD basis set, OMol25).

Geometry as XYZ:
```
14
Properties=species:S:1:pos:R:3:forces:R:3:nbo_charge:R:1
C 0.436252 -0.988588 1.337273 -0.135 1.339 0.600 -0.62
C 0.014413 0.004306 0.225638 -2.663 1.228 1.288 -0.06
C -0.286490 -0.547202 -1.137716 0.459 -1.723 -1.551 -0.55
S -0.724563 0.649964 -2.446695 -1.688 2.026 3.185 -0.01
N 0.867230 1.201072 0.172304 0.126 -0.817 -1.172 -0.85
H -0.417377 -1.207065 2.052743 0.973 -0.289 -1.229 0.22
H 1.153613 -0.406676 1.952408 -0.166 -0.562 -0.289 0.23
H 0.958108 -1.839065 0.912667 -0.140 -0.397 0.286 0.21
H -1.047527 0.289835 0.500332 0.680 0.289 0.206 0.15
H 0.641289 -1.073626 -1.459855 -0.511 0.249 -0.386 0.23
H -1.138507 -1.279310 -1.220505 1.081 0.524 0.909 0.23
H -1.767406 1.678197 -1.068067 1.842 -1.941 -2.796 0.08
H 0.636994 1.848687 0.900789 -0.105 0.150 0.423 0.36
H 0.673972 1.669471 -0.721316 0.247 -0.073 0.527 0.37
```
Positions in Å, forces in eV/Å.

## Properties
Orbital gap   0.3028 Ha



(3)
# H28NeO14

A structure of composition H28NeO14 at a distorted geometry (ωB97M-V with the def2-TZVPD basis set, OMol25).

Geometry as XYZ:
```
43
Properties=species:S:1:pos:R:3:forces:R:3:nbo_charge:R:1
Ne -0.051811 -0.223886 0.101054 0.075 0.003 0.007 0.00
O 2.239019 -0.691677 -2.929638 0.050 -0.068 -0.559 -0.99
H 1.987448 -1.483611 -2.454468 -0.137 -0.355 0.085 0.48
H 2.701155 -0.159712 -2.281817 0.089 0.539 0.407 0.50
O -2.559303 -1.909371 0.410868 -0.029 -0.518 0.308 -1.00
H -2.876445 -1.023495 0.586536 -0.247 0.232 0.320 0.48
H -2.220777 -1.870111 -0.483613 0.359 -0.141 -0.331 0.48
O 0.808826 3.934540 -0.650083 0.636 -0.033 -0.254 -0.98
H 0.400290 3.726695 -1.490396 -0.135 -0.035 -0.281 0.47
H 0.123622 3.768781 -0.002582 -0.548 -0.113 0.507 0.49
O -0.688961 1.267549 3.131247 -0.495 1.016 0.351 -0.99
H -0.965002 0.491768 2.643203 0.012 -0.440 -0.266 0.50
H 0.266347 1.210907 3.151638 0.464 -0.167 -0.175 0.49
O -0.249809 -1.373772 2.704927 0.311 0.029 -0.003 -0.96
H -1.096677 -1.814955 2.771159 -0.361 -0.387 -0.372 0.50
H 0.061540 -1.315129 3.608176 -0.034 0.047 0.422 0.47
O 1.171434 -3.178905 -2.117993 -0.068 0.018 0.084 -0.96
H 1.637632 -3.461179 -1.331088 0.034 -0.079 0.548 0.50
H 1.516087 -3.737695 -2.814556 0.023 -0.109 -0.415 0.50
O -1.017924 3.652539 1.555977 -0.005 0.504 -0.517 -0.97
H -0.698598 4.373591 2.098514 -0.040 0.311 0.101 0.47
H -0.878546 2.870446 2.089965 -0.049 -0.912 0.491 0.50
O -1.511883 1.089632 -2.040094 0.044 0.506 0.328 -0.95
H -2.467255 1.116977 -1.987620 -0.214 0.017 -0.077 0.46
H -1.298143 0.156598 -2.039953 0.081 -0.321 -0.228 0.48
O 2.236830 -2.464749 1.676456 0.377 -0.300 -0.147 -0.95
H 1.699568 -1.868800 2.198387 -0.576 0.079 -0.067 0.48
H 2.897375 -1.901493 1.273146 0.225 0.108 -0.130 0.46
O 2.106097 1.456109 2.325446 -0.146 -0.353 -0.014 -0.96
H 2.026705 2.409506 2.356493 -0.016 0.444 -0.214 0.49
H 2.871069 1.261227 2.866795 0.305 -0.081 0.184 0.48
O -1.417462 -2.096564 -2.111135 -0.601 0.253 -0.037 -0.98
H -0.528300 -2.444103 -2.041682 0.792 -0.373 0.212 0.51
H -1.948381 -2.847155 -2.377545 -0.286 -0.230 -0.107 0.49
O -3.527123 0.317061 1.509744 -0.039 0.279 0.103 -0.96
H -3.431218 1.213596 1.188415 0.131 0.346 -0.157 0.49
H -3.961621 0.411139 2.357440 -0.145 -0.099 0.237 0.49
O -0.324095 -0.739140 -4.268737 -0.239 -0.019 -0.679 -0.98
H 0.516978 -0.587241 -3.837739 0.634 0.243 0.140 0.49
H -0.792491 -1.330289 -3.679346 -0.245 0.000 0.061 0.46
O 2.691187 1.130521 -0.796061 0.450 -0.304 -0.199 -0.97
H 1.916747 1.645561 -1.022363 -0.329 0.398 -0.045 0.50
H 2.635870 1.018287 0.152922 -0.107 0.070 0.375 0.48
```
Positions in Å, forces in eV/Å.

## Properties
Orbital gap   0.3586 Ha



Number 1: DFT total energy -2350.1939 Eh. Number 2: DFT total energy -572.5347 Eh. Number 3: DFT total energy -1199.1145 Eh.